(1)
Density functional theory data (ωB97M-V/def2-TZVPD) for C49H67AsNO3P3PtSSeSi as an isolated structure.

Geometry as XYZ:
```
128
Properties=species:S:1:pos:R:3:forces:R:3
Pt -0.676765 -1.302143 -1.639775 0.35 -0.58 -0.20
C -2.173753 -4.296211 -0.318525 -0.01 0.08 0.06
P -2.147815 -3.081392 -1.664165 -0.02 0.09 0.16
C -2.021177 -4.141186 -3.139617 -0.02 0.08 0.02
C -3.856992 -2.433944 -1.733086 0.04 0.02 0.05
C -4.928089 -3.315439 -1.871355 0.00 -0.03 0.04
C -6.228492 -2.848769 -1.903586 -0.03 0.01 -0.02
C -6.471623 -1.485425 -1.801421 -0.02 -0.01 0.02
C -5.412765 -0.604881 -1.678026 -0.01 0.03 0.02
C -4.096193 -1.059772 -1.644481 0.09 -0.05 -0.04
P -2.690385 0.129795 -1.553620 -0.14 0.20 0.06
C -3.101514 1.289484 -2.905544 0.07 -0.07 -0.05
C -3.116095 1.143388 -0.096056 0.16 0.10 -0.03
H -3.035160 -4.956055 -0.433292 0.00 -0.02 -0.01
H -2.221439 -3.781482 0.640384 -0.05 0.00 -0.08
H -1.257985 -4.886071 -0.361882 0.04 0.03 -0.01
H -2.689415 -4.998464 -3.047716 -0.02 0.01 0.01
H -0.994080 -4.492683 -3.232087 0.01 0.00 0.02
H -2.270672 -3.571358 -4.031352 0.00 0.01 -0.02
H -4.747931 -4.380365 -1.953016 0.01 -0.03 0.00
H -7.050523 -3.542828 -2.013584 -0.02 -0.02 0.00
H -7.486091 -1.111180 -1.825852 -0.03 0.01 0.00
H -5.616374 0.456588 -1.608603 -0.01 0.03 -0.01
H -4.100675 1.714095 -2.795858 -0.02 0.00 0.01
H -3.025597 0.782128 -3.867753 0.00 -0.02 -0.03
H -2.367726 2.097997 -2.894707 -0.01 -0.03 0.00
H -4.174582 1.408143 -0.069704 0.00 0.03 0.00
H -2.528483 2.063146 -0.155764 0.02 0.00 -0.02
H -2.842661 0.630869 0.823905 0.04 0.05 -0.13
C 0.020940 0.842021 4.559477 0.00 0.09 -0.02
C -0.542650 1.233065 3.198673 0.03 0.06 -0.05
C -1.467788 2.438483 3.339629 0.07 -0.05 -0.04
C 0.578322 1.531044 2.209265 -0.19 0.06 0.13
O -1.366053 0.180654 2.683039 -0.03 0.00 -0.06
Si -1.102157 -1.377207 2.249127 -0.19 -0.09 -0.01
S 0.083820 -1.834913 0.582392 0.15 -0.02 -0.27
O -2.611082 -1.967433 1.974136 0.06 0.04 -0.15
C -3.840957 -1.852508 2.706617 -0.03 -0.11 -0.02
C -4.542497 -0.559512 2.312870 -0.09 -0.11 0.06
C -4.675411 -3.052586 2.271703 -0.03 0.07 0.03
C -3.585417 -1.893517 4.208079 -0.06 0.02 -0.02
O -0.380161 -2.057219 3.553040 0.01 0.02 -0.06
C 0.183794 -3.340382 3.853753 -0.02 0.04 0.06
C -0.562015 -4.450616 3.122183 0.04 0.03 0.04
C 0.035038 -3.503003 5.363395 0.03 -0.03 -0.07
C 1.658025 -3.329025 3.464584 -0.05 -0.03 0.04
H 0.594228 1.674045 4.972153 0.01 0.02 0.01
H 0.668381 -0.027617 4.477082 0.03 -0.03 -0.01
H -0.787862 0.601940 5.250187 -0.03 -0.02 0.01
H -0.918540 3.298115 3.724657 0.02 0.03 0.01
H -2.282361 2.209387 4.027085 -0.03 -0.02 0.02
H -1.896692 2.704194 2.372164 0.01 -0.01 -0.03
H 1.126875 2.432819 2.490263 -0.09 -0.14 0.00
H 0.149172 1.676908 1.214045 -0.09 0.04 0.14
H 1.276482 0.696529 2.158790 0.02 -0.08 -0.01
H -4.698693 -0.535251 1.233586 -0.04 -0.05 0.06
H -3.946530 0.303557 2.604481 0.00 0.02 0.04
H -5.515364 -0.497279 2.803874 -0.02 -0.01 0.03
H -4.863445 -3.009082 1.197368 0.01 0.01 -0.03
H -5.633963 -3.062462 2.791929 -0.03 0.00 0.01
H -4.148734 -3.980993 2.494387 0.03 -0.03 0.02
H -2.991010 -1.037141 4.524774 0.04 0.04 0.00
H -3.051934 -2.802215 4.481225 0.03 -0.06 0.01
H -4.535319 -1.875250 4.744925 -0.01 0.01 0.01
H -1.625219 -4.420515 3.361395 -0.05 0.00 0.02
H -0.168160 -5.424145 3.417706 0.01 -0.01 0.01
H -0.444201 -4.340608 2.045909 0.02 0.01 -0.07
H -1.014423 -3.439726 5.649065 -0.05 -0.01 0.00
H 0.579411 -2.713589 5.881355 0.01 0.04 0.01
H 0.427341 -4.467620 5.687257 0.02 -0.02 0.01
H 1.770221 -3.182238 2.391692 -0.02 0.00 -0.05
H 2.127751 -4.273847 3.742562 0.02 -0.02 0.01
H 2.173674 -2.521000 3.984723 0.01 0.03 0.01
Se -1.823953 -0.644639 -6.340850 0.00 0.07 -0.11
C -1.112499 -1.119448 -4.789743 -0.02 -0.24 0.01
N -0.666959 -1.492436 -3.775331 -0.05 0.39 0.51
C 2.132852 0.590437 -0.570055 -0.09 -0.07 0.04
C 3.539470 1.158403 -0.711337 0.04 0.02 0.01
As 3.624156 2.993733 -1.433855 0.08 -0.05 -0.06
C 2.869224 3.836711 0.169140 -0.01 -0.02 -0.07
C 1.675026 4.539715 0.057723 -0.02 0.10 -0.03
C 1.080700 5.108886 1.177233 -0.03 0.02 -0.01
C 1.683999 4.984004 2.417697 0.02 0.08 0.04
C 2.882655 4.292587 2.536057 0.05 0.08 0.06
C 3.469217 3.722042 1.418977 0.07 -0.02 0.00
C 5.514111 3.351753 -1.059911 -0.09 0.03 0.06
C 5.945407 4.666409 -1.226287 -0.07 0.04 -0.02
C 7.263643 5.017687 -0.991578 0.01 0.05 -0.01
C 8.179517 4.051690 -0.599801 0.05 -0.01 0.02
C 7.766590 2.739125 -0.445952 0.02 -0.03 0.01
C 6.440360 2.390681 -0.671641 -0.03 -0.05 -0.02
P 1.204551 0.009543 -2.035181 0.02 0.05 0.10
C 0.771911 1.497114 -2.984857 -0.03 0.07 0.09
C 0.298058 2.608265 -2.285519 -0.02 -0.12 -0.04
C -0.119643 3.739725 -2.964408 -0.03 -0.05 -0.03
C -0.090187 3.765715 -4.352711 -0.02 0.02 0.00
C 0.348670 2.654406 -5.053756 -0.02 0.01 -0.02
C 0.781555 1.524579 -4.374419 -0.02 -0.04 0.00
C 2.456056 -0.871986 -3.021634 -0.02 0.08 0.01
C 2.489702 -2.261641 -2.983442 -0.05 -0.01 0.05
C 3.490162 -2.956635 -3.646111 -0.01 -0.03 -0.02
C 4.458229 -2.269384 -4.361153 0.02 0.01 0.01
C 4.431363 -0.882149 -4.407610 0.00 -0.01 -0.02
C 3.437298 -0.186240 -3.739514 -0.04 0.07 0.02
H 1.478942 1.290038 -0.040799 0.18 -0.14 -0.17
H 2.165013 -0.299089 0.069157 -0.04 0.08 -0.05
H 4.169744 0.513029 -1.321953 -0.01 -0.04 -0.06
H 3.981470 1.192191 0.288252 0.03 0.00 -0.03
H 1.208915 4.651369 -0.915043 0.09 0.05 0.11
H 0.150718 5.654415 1.076645 -0.01 0.00 0.01
H 1.226610 5.429416 3.291708 -0.01 0.01 0.02
H 3.361497 4.199899 3.502332 0.01 0.00 0.02
H 4.410075 3.192869 1.520994 0.02 0.00 0.00
H 5.238107 5.428129 -1.539009 0.01 -0.01 0.01
H 7.579068 6.045163 -1.118426 0.00 0.01 0.00
H 9.211276 4.322514 -0.418384 0.01 0.00 0.00
H 8.476092 1.978986 -0.145261 0.01 -0.01 0.00
H 6.144106 1.357859 -0.542420 -0.02 -0.01 0.01
H 0.254509 2.591808 -1.201452 -0.02 0.00 -0.04
H -0.478776 4.599746 -2.412640 -0.02 0.02 -0.01
H -0.425124 4.645697 -4.885252 0.00 0.02 -0.01
H 0.340517 2.653012 -6.135047 0.01 0.00 -0.02
H 1.104620 0.658000 -4.935074 0.02 -0.01 -0.02
H 1.717507 -2.789196 -2.435498 0.01 0.00 0.00
H 3.505630 -4.038207 -3.612716 0.00 0.00 0.00
H 5.233161 -2.812570 -4.885765 0.01 -0.01 -0.01
H 5.182690 -0.340920 -4.967577 0.00 0.01 0.00
H 3.418574 0.896917 -3.787373 0.01 0.00 0.01
```
Forces are in eV/Å.

Values from the calculation:
- strongest force on any atom (eV Å⁻¹) = 0.70
- gap between HOMO and LUMO (eV) = 7.09

Atom charges from the Mulliken analysis, given in e for atoms 1 to 99:
1. Pt 4.072
2. C -0.638
3. P 1.007
4. C -1.570
5. C -0.174
6. C -0.882
7. C -0.815
8. C -0.957
9. C -0.521
10. C 0.104
11. P 1.532
12. C -1.202
13. C -0.719
14. H 0.694
15. H -0.477
16. H 0.405
17. H 0.506
18. H 0.395
19. H 0.424
20. H 0.259
21. H 0.428
22. H 0.420
23. H 0.342
24. H 0.515
25. H 0.297
26. H 0.146
27. H 0.748
28. H 0.353
29. H -0.630
30. C -1.838
31. C 1.867
32. C -1.859
33. C -1.138
34. O -0.098
35. Si -1.357
36. S -1.151
37. O 1.087
38. C 1.933
39. C -1.194
40. C -1.655
41. C -1.536
42. O 0.482
43. C 1.720
44. C -1.131
45. C -1.765
46. C -1.553
47. H 0.474
48. H 0.210
49. H 0.419
50. H 0.305
51. H 0.462
52. H 0.245
53. H 0.051
54. H -0.100
55. H 0.388
56. H 0.064
57. H 0.028
58. H 0.612
59. H 0.209
60. H 0.451
61. H 0.321
62. H 0.113
63. H 0.213
64. H 0.574
65. H 0.124
66. H 0.656
67. H 0.065
68. H 0.331
69. H 0.313
70. H 0.430
71. H 0.225
72. H 0.484
73. H 0.288
74. Se -0.207
75. C 0.021
76. N -0.991
77. C 1.563
78. C -1.420
79. As 0.515
80. C -0.016
81. C -0.549
82. C -0.535
83. C -0.416
84. C -0.869
85. C -0.273
86. C 0.078
87. C -0.441
88. C -0.674
89. C -0.419
90. C -0.748
91. C -0.075
92. P -0.776
93. C 1.336
94. C -0.947
95. C -0.760
96. C -1.116
97. C -0.895
98. C -1.168
99. C 0.958

(2)
Density functional theory data (ωB97M-V/def2-TZVPD) for C15H15BCl44N2O2P as an isolated structure at a distorted geometry.

Geometry as XYZ:
```
80
Properties=species:S:1:pos:R:3:forces:R:3
C 4.757417 3.306967 3.372223 -0.43 -0.04 0.22
N 3.906836 3.522316 2.147281 0.56 -0.28 0.68
C 4.855405 3.773410 1.021428 -0.68 0.04 -1.01
B 3.199435 2.260667 1.983929 2.61 -0.57 0.16
O 3.905170 1.050058 2.098535 -1.33 1.14 -1.07
N 1.703786 2.166817 1.752746 -1.18 -0.61 1.26
C 1.104335 1.496035 2.991698 -0.47 -0.93 -0.08
P 0.924828 3.757963 1.305579 0.01 2.22 -1.69
C 0.277485 4.531821 2.869431 -0.37 -1.67 -0.35
O -0.472492 3.288049 0.519722 1.13 -0.44 1.26
H 5.632714 2.673669 3.154019 -0.45 -0.02 0.14
H 4.107237 2.822436 4.124465 0.60 0.24 0.07
H 5.139948 4.256845 3.766873 -0.40 -0.11 -0.15
H 4.573780 4.652642 0.422649 -0.10 -0.27 0.29
H 5.887020 3.929143 1.355541 -0.35 -0.14 0.17
H 4.845519 2.900522 0.342189 0.33 0.36 0.02
H 4.106245 0.682986 1.205638 -0.01 -0.33 0.85
H 1.537822 1.503760 0.989076 -0.08 0.23 -0.05
H 1.065992 0.418065 2.782069 0.34 0.31 0.37
H 1.684292 1.709883 3.904969 -0.22 -0.07 -0.58
H 0.055470 1.800590 3.112975 0.46 0.21 -0.05
H -0.719576 4.107344 3.082645 0.29 0.32 -0.01
H 0.936177 4.296184 3.718102 -0.05 0.39 -0.31
H 0.199855 5.603442 2.664261 0.16 -0.24 0.10
H -0.175131 3.018328 -0.363168 -0.41 0.22 -0.25
C 5.016965 -2.349254 0.399864 0.32 -0.53 0.31
Cl 4.326382 -0.867952 -0.322975 -0.17 -0.23 -0.46
Cl 4.010677 -3.774163 0.078178 0.08 0.68 -0.03
Cl 6.620464 -2.619601 -0.285081 -0.14 0.13 0.02
Cl 5.148304 -2.106553 2.147026 -0.03 -0.01 -0.10
C 0.206195 2.110615 -3.799113 -0.02 -0.19 -0.25
Cl 0.948148 1.747396 -5.355578 -0.14 0.11 0.13
Cl -1.511713 2.470159 -4.015640 0.93 -0.01 0.07
Cl 0.362390 0.690930 -2.737222 0.26 0.34 -0.10
Cl 1.020648 3.500023 -3.058991 -0.01 -0.01 0.13
C -2.204202 -2.270342 -2.596599 -0.05 -0.04 -0.26
Cl -2.023183 -0.920973 -1.478329 -0.29 -0.02 0.40
Cl -0.681415 -3.169994 -2.667538 -0.09 0.11 -0.15
Cl -3.494273 -3.337749 -2.007396 0.37 0.59 0.30
Cl -2.588233 -1.623987 -4.198675 0.00 0.04 0.17
C 4.073895 -0.864000 -5.866606 0.02 -0.07 -0.05
Cl 4.361930 0.795516 -5.316835 0.05 -0.09 0.00
Cl 3.696685 -0.854042 -7.593925 0.01 0.02 0.16
Cl 5.521247 -1.839879 -5.581123 -0.11 0.08 0.00
Cl 2.709578 -1.553978 -4.968045 0.07 0.04 -0.03
C 2.524556 2.057129 7.378532 0.16 -0.08 0.31
Cl 1.601794 1.555013 8.796477 0.08 0.06 -0.21
Cl 3.225464 0.635480 6.586594 -0.05 0.09 -0.03
Cl 1.444121 2.883679 6.234791 -0.06 0.10 0.07
Cl 3.814592 3.161478 7.865781 -0.13 -0.09 -0.10
C -5.963235 1.885102 -4.060220 -0.22 -0.14 -0.04
Cl -7.025707 3.250452 -3.654424 0.04 -0.46 0.05
Cl -6.397149 1.265257 -5.657832 0.06 0.08 0.11
Cl -4.258699 2.372581 -4.065148 -0.90 0.00 0.03
Cl -6.182098 0.607863 -2.854162 0.02 0.06 -0.04
C -4.013041 -5.479809 1.269745 -0.02 -0.08 -0.01
Cl -4.881625 -5.852108 2.761268 0.01 -0.08 -0.36
Cl -3.072002 -6.882938 0.740294 -0.34 0.17 0.13
Cl -5.168227 -5.046838 -0.005726 -0.09 -0.12 0.26
Cl -2.916753 -4.112571 1.570969 -0.39 0.02 0.12
C -4.282663 6.908193 -4.818937 -0.13 0.10 0.00
Cl -4.283836 8.269693 -3.686559 0.02 -0.09 -0.07
Cl -2.650879 6.224962 -4.915300 -0.05 -0.03 0.02
Cl -5.411186 5.665216 -4.253528 0.35 0.42 -0.17
Cl -4.779133 7.471892 -6.420245 0.05 -0.05 0.13
C -5.222144 -4.984560 6.602543 -0.02 -0.01 0.05
Cl -3.795137 -4.581839 5.634035 0.01 0.07 0.22
Cl -6.672641 -4.371783 5.793199 0.10 -0.04 0.04
Cl -5.339115 -6.741764 6.771383 0.01 0.12 -0.03
Cl -5.080246 -4.243635 8.203222 -0.01 -0.05 -0.12
C 0.851646 -6.134987 0.638329 -0.24 -0.09 0.08
Cl 1.481851 -5.503765 2.168928 -0.03 -0.02 -0.09
Cl 0.098894 -7.715983 0.930976 0.38 0.16 -0.09
Cl -0.351789 -5.023757 -0.020217 0.46 -0.15 0.03
Cl 2.169226 -6.290695 -0.529419 0.00 -0.23 0.01
C -3.605446 -5.589587 -6.021814 0.04 -0.06 -0.05
Cl -2.151782 -5.250958 -6.976014 -0.08 -0.01 0.07
Cl -5.024378 -4.941265 -6.857595 0.10 -0.03 0.07
Cl -3.785826 -7.338188 -5.818763 0.02 0.14 -0.01
Cl -3.457456 -4.819063 -4.431399 -0.16 -0.59 -0.62
```
Forces are in eV/Å.

Values from the calculation:
- strongest force on any atom (eV Å⁻¹) = 2.79
- gap between HOMO and LUMO (eV) = 9.54
- charge = +1

In elementary charge units, the Mulliken charges are:
1. C -0.858
2. N 0.056
3. C -0.910
4. B 0.731
5. O -0.304
6. N 0.070
7. C -0.674
8. P 0.181
9. C -0.781
10. O -0.405
11. H 0.379
12. H 0.177
13. H 0.329
14. H 0.290
15. H 0.344
16. H 0.261
17. H -0.066
18. H 0.348
19. H 0.330
20. H 0.074
21. H 0.357
22. H 0.359
23. H 0.093
24. H 0.380
25. H 0.233
26. C 0.201
27. Cl -0.121
28. Cl 0.044
29. Cl -0.075
30. Cl -0.074
31. C 0.135
32. Cl -0.048
33. Cl 0.034
34. Cl 0.085
35. Cl -0.122
36. C 0.089
37. Cl -0.093
38. Cl -0.030
39. Cl 0.036
40. Cl -0.019
41. C 0.261
42. Cl -0.084
43. Cl -0.085
44. Cl -0.094
45. Cl -0.009
46. C 0.318
47. Cl -0.083
48. Cl -0.080
49. Cl -0.074
50. Cl -0.079
51. C 0.326
52. Cl -0.116
53. Cl -0.094
54. Cl -0.037
55. Cl -0.084
56. C 0.270
57. Cl -0.025
58. Cl -0.059
59. Cl -0.098
60. Cl -0.097
61. C 0.274
62. Cl -0.101
63. Cl -0.080
64. Cl -0.013
65. Cl -0.093
66. C 0.310
67. Cl -0.050
68. Cl -0.084
69. Cl -0.082
70. Cl -0.106
71. C 0.250
72. Cl -0.106
73. Cl -0.109
74. Cl 0.120
75. Cl -0.121
76. C 0.242
77. Cl -0.105
78. Cl -0.100
79. Cl -0.105
80. Cl 0.041